Entry 1
The ion C4H10NOS with charge -1. Source: the OMol25 dataset; level of theory: ωB97M-V/def2-TZVPD.

The SMILES is C[C@H](CS)NC[O-]. As for the frontier orbital gap: 5.70 eV. As for the charge: -1.

Last column: Mulliken charge in e.
CARTESIAN COORDINATES (ANGSTROEM)
C: -0.71285 -0.25242 -1.58727  -1.360
H: -0.03517 -0.16969 -2.42193  0.301
H: -1.75664 0.01837 -1.83321  0.346
H: -0.28060 -0.47840 2.37379  0.131
H: 1.44705 -0.98220 0.80117  0.177
C: 1.06444 1.19100 -0.39407  -0.392
O: 0.29058 -2.48608 2.38898  -0.812
C: -0.23500 -1.42766 1.78313  -0.255
H: -0.94489 2.63029 -0.51433  0.098
H: -0.94449 -1.28321 -1.39024  0.417
H: -1.32562 -1.56764 1.32878  0.073
N: 0.45310 -1.13843 0.46048  -0.427
H: -0.84736 0.41867 0.46086  0.372
C: -0.01469 0.14361 -0.21095  0.055
S: 0.31605 2.84730 -0.22505  -0.320
H: 1.56021 1.49915 -1.29961  0.285
H: 1.96588 1.03735 0.27948  0.312

Entry 2
A cluster of 2 separate species, C4H10NOS in total. Source: the OMol25 dataset; level of theory: ωB97M-V/def2-TZVPD.

As for the frontier orbital gap (spin up / spin down): 6.15 / 6.15 eV. As for the charge: -1.

Last column: Mulliken charge in e.
CARTESIAN COORDINATES (ANGSTROEM)
H: -1.66155 0.47304 1.18057  0.215
C: 0.86075 -0.61821 0.90610  -1.381
H: 0.28498 -0.95916 1.90652  0.194
C: 0.80947 0.58937 -1.40467  -1.478
C: -0.07785 -0.16142 -0.24664  1.308
S: -2.11667 -2.20065 1.77257  -0.765
H: 1.56622 -0.25820 -1.71952  0.278
H: -3.22728 -2.78099 1.21306  -0.033
H: -0.74181 1.85617 0.34169  0.370
H: -1.83282 0.83215 -0.53842  0.415
N: -0.90405 -1.29115 -0.81948  0.064
H: 1.38039 -1.42575 0.50571  0.441
H: 1.41461 1.35648 -1.02498  0.423
C: -1.06357 0.83594 0.22522  -1.463
H: 1.45933 0.21292 1.21758  0.373
O: -0.26829 -2.10449 -1.46897  -0.430
H: 0.17456 0.75933 -2.20147  0.469

Winner for stability: entry 1

Entry 1
A cluster of 2 separate species, C2H3ClF2S in total. Source: the OMol25 dataset; level of theory: ωB97M-V/def2-TZVPD.

As for the frontier orbital gap: 8.31 eV. As for the charge: 0.

Last column: Mulliken charge in e.
CARTESIAN COORDINATES (ANGSTROEM)
F: -0.65220 -0.95897 0.94428  -0.170
H: 0.08350 -0.42275 -1.74008  0.281
H: 1.28310 -1.57300 -0.63203  0.276
C: 0.13670 -0.07105 0.40600  0.458
F: 0.88336 0.43330 1.38307  -0.205
H: 1.77456 0.17694 -1.07247  0.289
C: 0.87167 -0.50655 -0.93010  -0.711
S: -1.60795 1.59912 -0.00035  -0.078
Cl: -2.77275 1.32297 1.64167  -0.140

Entry 2
A cluster of 2 separate species, C2H3ClF2S in total. Source: the OMol25 dataset; level of theory: ωB97M-V/def2-TZVPD.

The SMILES is FC(F)=CS.Cl. As for the frontier orbital gap: 9.73 eV. As for the charge: 0.

Last column: Mulliken charge in e.
CARTESIAN COORDINATES (ANGSTROEM)
H: 3.22468 1.69246 1.00746  0.246
H: -1.38562 -0.98683 -1.94149  0.337
H: -1.83888 -0.93753 1.51656  0.128
F: 0.02162 0.76046 0.44629  -0.189
Cl: 3.00656 0.87450 2.00798  -0.255
C: -0.23542 0.18999 -0.73619  0.437
C: -1.11394 -0.74157 -0.95528  -0.283
S: -2.24803 -1.44482 0.36149  -0.207
F: 0.56904 0.59334 -1.70682  -0.214

Winner for stability: entry 2

Entry 1
A structure of composition C3H3FOS. Source: the OMol25 dataset; level of theory: ωB97M-V/def2-TZVPD.

As for the frontier orbital gap: 8.86 eV. As for the charge: 0.

Last column: Mulliken charge in e.
CARTESIAN COORDINATES (ANGSTROEM)
S: -0.86514 2.44745 -1.12552  -0.277
H: -0.26468 -1.22795 1.37819  0.229
C: -0.30061 1.08259 -0.33125  0.105
F: 1.70375 -0.20603 -1.04414  -0.275
C: -0.40855 -0.88139 0.24983  -0.481
H: 1.23927 0.08353 1.03697  0.178
H: -0.62806 -1.66628 -0.40561  0.301
O: -1.23792 0.30039 0.28554  -0.248
C: 0.76192 0.06769 -0.04401  0.468

Entry 2
An isolated molecule of C3H3FOS. Source: the OMol25 dataset; level of theory: ωB97M-V/def2-TZVPD.

The SMILES is O=C1SC[C@H]1F. As for the frontier orbital gap: 10.26 eV. As for the charge: 0.

Last column: Mulliken charge in e.
CARTESIAN COORDINATES (ANGSTROEM)
S: -1.44825 -0.19930 -0.19460  -0.121
H: -0.44051 -1.91951 1.23774  0.206
F: 1.96297 -0.27822 -0.49199  -0.288
C: -0.11701 0.85147 0.29286  0.364
H: 1.22095 -0.50498 1.66108  0.283
C: -0.15914 -1.38233 0.07459  -0.473
H: 0.02747 -2.18612 -0.78037  0.343
C: 0.93088 -0.37749 0.53684  0.129
O: 0.09613 1.96919 -0.00034  -0.442

Winner for stability: entry 2